Entry from the OMol25 dataset: C41H36Cl6N4OPReS as an isolated structure (ωB97M-V/def2-TZVPD).

Summary:
2S+1: 2
Frontier orbital gap (alpha / beta): 0.226 / 0.233 Ha
ΔE to the lowest compared entry with this formula, charge and spin: 0.00 kcal/mol
HOMO level (alpha / beta): -0.393 / -0.393 Ha
Expectation value of S²: 0.763
Total charge: +1

Structure (XYZ):
```
91
Properties=species:S:1:pos:R:3:lowdin_spin:R:1
Re -0.3053 1.0069 2.0677 0.74
C 0.6776 6.1283 5.0039 0.00
C -0.3716 5.2519 5.2581 0.00
C -0.2279 3.9041 4.9704 0.00
C 0.9732 3.4267 4.4385 0.00
C 2.0211 4.3049 4.1920 0.00
C 1.8697 5.6560 4.4757 0.00
P 1.0178 1.6964 3.9479 0.02
C 1.2456 0.6784 5.4200 0.01
C 1.5207 -0.6776 5.2380 0.00
C 1.6697 -1.5068 6.3365 0.00
C 1.5386 -0.9888 7.6187 0.00
C 1.2665 0.3590 7.8014 0.00
C 1.1207 1.1976 6.7047 0.00
C 2.3701 1.3787 2.7801 0.00
C 3.7520 1.4352 2.8117 0.00
C 4.4321 1.0577 1.6588 0.00
C 3.7553 0.6275 0.5137 0.00
C 2.3728 0.5681 0.4905 0.00
C 1.6608 0.9471 1.6375 0.00
H 0.5607 7.1834 5.2132 0.00
H -1.3042 5.6207 5.6652 0.00
H -1.0538 3.2212 5.1441 0.00
H 2.9447 3.9483 3.7550 0.00
H 2.6822 6.3407 4.2728 0.00
H 1.6228 -1.0820 4.2370 0.00
H 1.8854 -2.5571 6.1930 0.00
H 1.6504 -1.6377 8.4770 0.00
H 1.1713 0.7633 8.8002 0.00
H 0.9197 2.2505 6.8542 0.00
H 4.2939 1.7433 3.6969 0.00
H 5.5143 1.0883 1.6495 0.00
H 4.3272 0.3345 -0.3569 0.00
H 1.8528 0.2314 -0.3971 0.00
C 0.7741 -3.5874 -3.9127 0.00
C 0.1045 -2.2816 -3.4639 0.00
C 1.0077 -1.6450 -2.3914 0.00
C 0.0645 -1.3181 -4.6550 0.00
C -1.3302 -2.5919 -2.9080 0.00
O -1.2290 -3.1612 -1.5909 0.00
C -2.1773 -3.5953 -3.7250 0.00
C -2.6941 -3.2435 -5.1365 0.00
C -1.9256 -3.8397 -6.2967 0.00
C -1.5581 -3.0629 -7.3887 0.00
C -0.8747 -3.6072 -8.4671 0.00
C -0.5591 -4.9536 -8.4584 0.00
Cl 0.3055 -5.6438 -9.7931 0.00
C -0.9350 -5.7584 -7.3945 0.00
C -1.6174 -5.1977 -6.3268 0.00
C -2.2166 -1.3590 -2.6945 0.00
N -1.6947 -0.3830 -1.7424 0.00
C -1.4412 -0.5480 -0.4513 0.00
N -0.9269 0.5772 0.0329 0.01
C -0.8928 1.4160 -1.0465 0.00
N -1.3490 0.8608 -2.1378 0.00
H 1.8074 -3.3825 -4.1954 0.00
H 0.2788 -4.0248 -4.7777 0.00
H 0.8066 -4.3361 -3.1148 0.00
H 2.0306 -1.6199 -2.7721 0.00
H 1.0086 -2.2097 -1.4597 0.00
H 0.7256 -0.6126 -2.1851 0.00
H 1.0753 -1.2029 -5.0508 0.00
H -0.2868 -0.3263 -4.3654 0.00
H -0.5528 -1.6917 -5.4674 0.00
H -0.7770 -4.0100 -1.6536 0.00
H -3.0382 -3.7931 -3.0831 0.00
H -1.6245 -4.5354 -3.7619 0.00
H -2.7682 -2.1636 -5.2753 0.00
H -3.7204 -3.6122 -5.2042 0.00
H -1.8103 -2.0085 -7.4068 0.00
H -0.5892 -2.9925 -9.3096 0.00
H -0.6996 -6.8137 -7.4088 0.00
H -1.9191 -5.8408 -5.5080 0.00
H -3.1832 -1.6993 -2.3233 0.00
H -2.3707 -0.8183 -3.6223 0.00
H -1.6210 -1.4609 0.0883 0.00
H -0.5270 2.4285 -1.0018 0.00
S -1.8798 -2.7505 4.3271 0.11
C -1.3445 -1.5591 3.4727 0.05
N -0.9310 -0.6595 2.7901 0.02
Cl -2.8810 1.8086 2.7953 0.01
C -2.0913 3.2809 2.3011 0.01
C -0.8197 3.0603 1.8113 -0.01
C -0.1254 4.1920 1.3969 0.01
Cl 1.4434 4.0335 0.6732 0.00
C -0.6643 5.4733 1.5511 0.00
Cl 0.2414 6.8523 1.0820 0.00
C -1.9387 5.6391 2.0970 0.01
Cl -2.5897 7.2063 2.3277 0.00
C -2.6797 4.5180 2.4660 0.00
Cl -4.2462 4.6547 3.1455 0.00
```



Entry from the OMol25 dataset: a 3-piece molecular cluster, C41H36ClN2O8 overall in a non-equilibrium geometry (ωB97M-V/def2-TZVPD).

Summary:
2S+1: 1
Frontier orbital gap: 0.238 Ha
HOMO level: -0.404 Ha
Total charge: +1

Structure (XYZ):
```
88
Properties=species:S:1:pos:R:3:lowdin_charge:R:1
C 1.8465 5.4451 1.4924 0.03
C 1.4361 6.4526 0.4613 -0.50
O 1.3960 7.6467 0.7074 0.13
O 1.1396 5.9691 -0.7911 -0.03
C -0.2589 5.6275 -0.9394 -0.17
C -0.3404 4.2060 -1.4551 -0.12
C -1.7629 3.5824 -1.4790 -0.11
C -2.8084 4.4215 -0.8156 -0.22
N -3.5488 5.1275 -1.6386 0.20
N -4.4792 5.8678 -1.0437 0.09
C -4.6952 5.9476 0.2416 0.06
C -3.9100 5.2443 1.1448 -0.07
C -4.1571 5.4434 2.6028 -0.12
O -3.9832 6.8221 2.9115 -0.10
O -5.2860 7.4150 2.7808 -0.01
C -2.9404 4.4337 0.6024 -0.11
C -2.0218 3.5832 1.4186 -0.13
C -2.6306 2.2054 1.8261 -0.66
C -3.2752 2.1745 3.2017 -0.11
Cl -3.8043 1.6098 0.6157 0.70
H 2.8448 5.0747 1.3037 0.10
H 1.1789 4.5918 1.5519 0.07
H 1.8733 5.9470 2.4454 0.09
H -0.7364 5.7653 0.0267 0.12
H -0.6467 6.3218 -1.6724 0.14
H 0.0437 4.2128 -2.4626 0.12
H 0.3253 3.5819 -0.8712 0.12
H -2.0521 3.4250 -2.5059 0.12
H -1.7841 2.6073 -1.0143 0.08
H -5.0552 6.4144 -1.6703 0.19
H -5.4899 6.5822 0.5893 0.15
H -3.4314 4.9333 3.2013 0.11
H -5.1665 5.1729 2.8909 0.15
H -5.0850 8.3575 2.7499 0.12
H -1.0743 3.4382 0.9258 0.10
H -1.8144 4.1106 2.3393 0.12
H -1.8224 1.4904 1.8196 0.10
H -2.8091 2.8751 3.8789 0.08
H -4.3295 2.4065 3.1402 0.07
H -3.1920 1.1891 3.6350 0.09
C -1.5475 -4.2570 -0.7407 -0.06
C -1.7389 -3.0041 -0.1655 -0.05
C -1.3623 -1.8626 -0.8528 -0.01
C -0.7873 -1.9666 -2.1110 -0.10
C -0.5778 -3.2232 -2.6794 -0.10
C -0.9694 -4.3657 -1.9946 0.01
C 0.0774 -3.3559 -4.0118 -0.28
O 0.2558 -4.4434 -4.5121 0.12
C 0.5139 -2.1090 -4.7051 -0.08
C 1.1730 -2.2091 -5.9222 0.01
C 1.5753 -1.0633 -6.5871 -0.05
C 1.3146 0.1895 -6.0425 -0.05
C 0.6613 0.2960 -4.8271 -0.01
C 0.2644 -0.8500 -4.1497 -0.08
C -0.4088 -0.7227 -2.8313 -0.27
O -0.6460 0.3671 -2.3402 0.08
H -1.8492 -5.1492 -0.2083 0.12
H -2.1832 -2.9226 0.8176 0.11
H -1.5121 -0.8851 -0.4164 0.10
H -0.8164 -5.3367 -2.4445 0.13
H 1.3707 -3.1845 -6.3439 0.12
H 2.0927 -1.1442 -7.5334 0.11
H 1.6255 1.0827 -6.5675 0.11
H 0.4606 1.2675 -4.3979 0.11
C 4.9009 -8.0961 4.6800 -0.05
C 3.5496 -8.0886 5.0094 -0.05
C 2.6532 -7.3558 4.2511 0.00
C 3.1053 -6.6188 3.1643 -0.08
C 4.4660 -6.6117 2.8447 -0.08
C 5.3584 -7.3593 3.6013 0.00
C 4.9827 -5.7978 1.7082 -0.28
O 6.1614 -5.7944 1.4259 0.11
C 4.0083 -4.9798 0.9307 -0.08
C 4.4695 -4.1738 -0.1024 0.00
C 3.5749 -3.4176 -0.8412 -0.05
C 2.2142 -3.4710 -0.5554 -0.04
C 1.7518 -4.2702 0.4741 0.00
C 2.6444 -5.0201 1.2259 -0.08
C 2.1255 -5.8500 2.3489 -0.28
O 0.9363 -5.8923 2.5919 0.10
H 5.5979 -8.6761 5.2695 0.11
H 3.1966 -8.6580 5.8586 0.11
H 1.6013 -7.3515 4.4993 0.12
H 6.4080 -7.3587 3.3436 0.12
H 5.5273 -4.1408 -0.3223 0.12
H 3.9363 -2.7871 -1.6431 0.11
H 1.5156 -2.8854 -1.1307 0.09
H 0.6989 -4.3084 0.7004 0.10
```



Entry from the OMol25 dataset: C41H36F6N2O2PSSbSeTl as an isolated structure (ωB97M-V/def2-TZVPD).

Summary:
2S+1: 2
Frontier orbital gap (alpha / beta): 0.229 / 0.216 Ha
ΔE to the lowest compared entry with this formula, charge and spin: 3.59 kcal/mol
HOMO level (alpha / beta): -0.081 / -0.080 Ha
Expectation value of S²: 0.754
Total charge: -2

Structure (XYZ):
```
92
Properties=species:S:1:pos:R:3:lowdin_spin:R:1
Tl 0.1005 -1.5735 -0.4766 0.00
O 1.1360 0.3197 -1.9480 0.10
C 1.0725 0.4549 -3.2243 0.01
C 2.2339 0.7789 -3.9855 0.00
C 2.2016 0.9257 -5.3546 0.00
C 1.0078 0.7824 -6.0672 0.00
C -0.1427 0.4946 -5.3535 0.00
C -0.1496 0.3110 -3.9678 0.00
C -1.4463 0.0966 -3.3317 0.00
N -1.6381 -0.3310 -2.1466 0.00
N -2.9585 -0.2554 -1.7363 0.00
C -3.0956 -0.6195 -0.4825 0.00
O -2.2267 -1.1029 0.2970 0.00
C -4.4696 -0.3817 0.0998 0.00
C -4.6827 -0.6828 1.4423 0.00
C -5.9135 -0.4227 2.0314 0.00
C -6.9454 0.1307 1.2851 0.00
C -6.7381 0.4269 -0.0576 0.00
C -5.5066 0.1757 -0.6455 0.00
H 3.1584 0.9136 -3.4319 0.00
H 3.1209 1.1635 -5.8824 0.00
H 0.9776 0.9052 -7.1432 0.00
H -1.0900 0.4035 -5.8790 0.00
H -2.3270 0.3853 -3.9181 0.00
H -3.8627 -1.0963 2.0163 0.00
H -6.0593 -0.6486 3.0824 0.00
H -7.9053 0.3369 1.7467 0.00
H -7.5377 0.8642 -0.6462 0.00
H -5.3175 0.4155 -1.6828 0.00
S -1.6952 -1.2948 4.0467 0.00
Sb -1.0485 0.7959 3.6047 0.00
C 0.8727 1.5415 4.0467 0.00
C 1.3208 1.4499 5.3597 0.00
C 2.5475 1.9911 5.7120 0.00
C 3.3241 2.6305 4.7543 0.00
C 2.8761 2.7239 3.4461 0.00
C 1.6503 2.1772 3.0895 0.01
C -2.1179 2.0695 4.9419 0.00
C -1.7784 3.4128 5.0791 0.00
C -2.4840 4.2272 5.9538 0.00
C -3.5341 3.7002 6.6975 0.00
C -3.8716 2.3607 6.5673 0.00
C -3.1624 1.5456 5.6916 0.00
C -1.5588 1.7354 1.7739 0.00
C -2.7384 2.4744 1.7546 0.00
C -3.1327 3.1380 0.5990 0.00
C -2.3385 3.0858 -0.5374 0.00
C -1.1623 2.3485 -0.5247 0.00
C -0.7838 1.6673 0.6230 0.00
H 0.7288 0.9297 6.1053 0.00
H 2.9055 1.8948 6.7302 0.00
H 4.2895 3.0420 5.0255 0.00
H 3.4858 3.2020 2.6880 0.00
H 1.3233 2.2378 2.0611 0.00
H -0.9560 3.8261 4.5036 0.00
H -2.2147 5.2724 6.0555 0.00
H -4.0866 4.3351 7.3810 0.00
H -4.6879 1.9458 7.1480 0.00
H -3.4067 0.4930 5.5830 0.00
H -3.3722 2.5258 2.6319 0.00
H -4.0705 3.6812 0.5899 0.00
H -2.6485 3.5900 -1.4449 0.00
H -0.5427 2.2471 -1.4070 0.00
H 0.1097 1.0546 0.5473 0.00
F 1.4561 -0.8579 2.2438 0.00
P 2.5822 -1.8100 2.9679 0.00
F 1.9959 -1.4054 4.4194 0.00
F 3.7127 -2.7286 3.6732 0.00
F 3.5907 -0.5323 3.0214 0.01
F 3.1685 -2.1980 1.5105 0.00
F 1.5755 -3.0647 2.8925 0.00
C 8.6820 -1.9390 -0.7135 0.00
C 7.3425 -1.2693 -0.5567 0.01
C 7.1564 -0.2369 0.3491 0.00
C 5.9245 0.3954 0.5009 0.02
C 5.7506 1.4637 1.5402 0.02
C 4.8461 -0.0259 -0.2828 0.06
Se 3.1507 0.8276 -0.1268 0.69
C 4.9987 -1.0979 -1.1768 0.02
C 3.8255 -1.6294 -1.9450 0.01
C 6.2486 -1.6874 -1.3066 0.00
H 9.4102 -1.5289 -0.0117 0.00
H 9.0797 -1.8073 -1.7233 0.00
H 8.6117 -3.0140 -0.5306 0.00
H 7.9877 0.0858 0.9701 0.00
H 6.7116 1.7439 1.9768 0.00
H 5.0965 1.1044 2.3408 0.00
H 5.2803 2.3531 1.1102 0.01
H 3.0787 -2.0029 -1.2404 0.00
H 4.1307 -2.4469 -2.6007 0.00
H 3.3369 -0.8617 -2.5502 0.00
H 6.3618 -2.5154 -2.0011 0.00
```



Entry from the OMol25 dataset: C41H36N2O4SbSe4Ti as an isolated structure (ωB97M-V/def2-TZVPD).

Summary:
2S+1: 1
Frontier orbital gap: 0.217 Ha
ΔE to the lowest compared entry with this formula, charge and spin: 0.00 kcal/mol
HOMO level: -0.155 Ha
Total charge: -1

Structure (XYZ):
```
89
Properties=species:S:1:pos:R:3:lowdin_charge:R:1
Ti -1.7711 -0.2919 -0.8768 0.48
C 3.1491 -0.4265 3.9058 0.02
C 1.8037 -0.9326 3.4351 -0.59
C 1.1682 -1.8822 4.4443 0.03
O 1.9570 -1.5442 2.1686 -0.04
C 0.6720 -1.4788 1.5664 -0.12
C 0.0742 -0.1267 2.1132 -0.11
O 0.9581 0.1792 3.1932 -0.01
C -0.2347 1.1843 1.3512 -0.37
O -1.1876 0.8870 0.3764 -0.29
C -0.8857 2.1129 2.3887 -0.14
C -0.1180 2.9393 3.2026 -0.02
C -0.7223 3.7431 4.1565 -0.08
C -2.1029 3.7292 4.3074 -0.10
C -2.8712 2.9037 3.5006 -0.07
C -2.2663 2.0976 2.5449 -0.01
C 0.9150 1.9176 0.6733 -0.13
C 2.2353 1.5064 0.7189 -0.02
C 3.2237 2.2261 0.0518 -0.07
C 2.8983 3.3725 -0.6517 -0.10
C 1.5731 3.7981 -0.6930 -0.08
C 0.5934 3.0747 -0.0403 -0.02
C 0.6633 -1.9960 0.0988 -0.33
O -0.5220 -1.5133 -0.4620 -0.32
C 1.8143 -1.7231 -0.8724 -0.14
C 3.0906 -1.2960 -0.5345 -0.04
C 4.0597 -1.1247 -1.5208 -0.08
C 3.7748 -1.4083 -2.8448 -0.10
C 2.5113 -1.8845 -3.1830 -0.07
C 1.5449 -2.0425 -2.2084 -0.02
C 0.5924 -3.5335 0.2096 -0.14
C -0.5532 -4.2181 -0.1653 0.00
C -0.6052 -5.6025 -0.0517 -0.07
C 0.4829 -6.3055 0.4393 -0.10
C 1.6323 -5.6201 0.8160 -0.09
C 1.6892 -4.2413 0.6988 -0.03
H 3.7726 -1.2566 4.2373 0.09
H 3.0001 0.2596 4.7389 0.10
H 3.6546 0.1024 3.0989 0.08
H 1.7562 -2.7976 4.5133 0.10
H 0.1476 -2.1400 4.1649 0.09
H 1.1370 -1.4003 5.4216 0.09
H 0.0284 -2.2178 2.0548 0.15
H -0.9123 -0.3981 2.5062 0.16
H 0.9587 2.9501 3.0891 0.12
H -0.1137 4.3832 4.7836 0.10
H -2.5756 4.3596 5.0505 0.09
H -3.9483 2.8828 3.6108 0.10
H -2.8668 1.4524 1.9140 0.09
H 2.4964 0.6173 1.2715 0.08
H 4.2501 1.8808 0.0844 0.10
H 3.6679 3.9343 -1.1669 0.10
H 1.3061 4.6916 -1.2442 0.10
H -0.4414 3.3945 -0.0784 0.13
H 3.3391 -1.1027 0.4972 0.10
H 5.0459 -0.7733 -1.2410 0.10
H 4.5327 -1.2773 -3.6076 0.10
H 2.2766 -2.1296 -4.2114 0.11
H 0.5557 -2.3993 -2.4760 0.11
H -1.4139 -3.6879 -0.5497 0.07
H -1.5148 -6.1067 -0.3516 0.07
H 0.4404 -7.3844 0.5265 0.09
H 2.4901 -6.1622 1.1965 0.09
H 2.5900 -3.7116 0.9846 0.11
C 1.3924 1.7602 -3.3969 -0.04
C 0.6823 2.5593 -4.2727 -0.05
C -0.6967 2.6020 -4.1728 0.00
C -1.3377 1.8114 -3.2265 -0.21
N -0.6452 1.0160 -2.4007 0.05
C 0.6849 1.0219 -2.4658 -0.09
C -2.7971 1.8562 -3.0096 -0.25
C -3.6662 2.4226 -3.9250 -0.01
C -5.0225 2.4557 -3.6361 -0.04
C -5.4575 1.9396 -2.4360 -0.07
C -4.5244 1.3774 -1.5766 -0.18
N -3.2247 1.3190 -1.8555 0.02
H 2.4715 1.7090 -3.4034 0.11
H 1.1937 3.1653 -5.0099 0.11
H -1.2696 3.2594 -4.8094 0.10
H 1.2057 0.4233 -1.7366 0.10
H -3.3006 2.7987 -4.8691 0.10
H -5.7235 2.8616 -4.3536 0.11
H -6.5025 1.9056 -2.1673 0.10
H -4.8349 0.9142 -0.6509 0.04
Se -2.5252 -1.6387 -3.0176 0.07
Sb -4.4641 -2.4732 -1.6223 -0.24
Se -6.5664 -1.4904 -2.2734 -0.19
Se -4.3280 -4.8352 -1.2433 -0.18
Se -3.6401 -1.1836 0.4566 0.17
```



Entry from the OMol25 dataset: C41H37Cl5P2Sn as an isolated structure in a non-equilibrium geometry (ωB97M-V/def2-TZVPD).

Summary:
2S+1: 1
Frontier orbital gap (alpha / beta): 0.190 / 0.195 Ha
ΔE to the lowest compared entry with this formula, charge and spin: 119.87 kcal/mol
HOMO level (alpha / beta): -0.203 / -0.206 Ha
Total charge: 0

Structure (XYZ):
```
86
Properties=species:S:1:pos:R:3:lowdin_charge:R:1
Sn -0.4088 1.1588 -2.0574 1.23
C -2.4743 1.1041 -5.4167 -0.11
C -2.0545 -0.2284 -5.1805 -0.30
C -0.9547 -0.8344 -6.0218 -0.19
C 0.2745 0.0730 -6.0389 -0.16
C 0.4873 0.8517 -4.7740 -0.19
C 0.0752 2.1131 -4.4370 -0.28
C -0.7443 2.9529 -5.3864 -0.19
C -1.8435 2.2256 -6.1606 -0.19
C 1.6435 0.8673 -0.3205 -0.30
H -3.5493 1.2755 -5.2340 0.11
H -2.9003 -0.9284 -5.0610 0.09
H -1.2569 -1.0792 -7.0521 0.12
H -0.7042 -1.7857 -5.5582 0.08
H 1.1663 -0.5730 -6.1814 0.12
H 0.2268 0.7493 -6.9059 0.11
H 1.3640 0.4461 -4.2517 0.02
H 0.6244 2.7666 -3.7150 0.06
H -0.0853 3.4809 -6.1037 0.13
H -1.1995 3.7587 -4.8085 0.10
H -2.6128 2.9814 -6.3818 0.12
H -1.4004 1.9434 -7.1281 0.10
H 1.1405 1.7073 0.2224 0.00
H 2.6900 1.2335 -0.3695 0.01
H 1.5114 -0.0076 0.3358 -0.01
P -1.9270 -1.1935 -3.1085 1.01
P 2.3305 -0.2390 -2.2289 0.99
C -0.1516 -1.8316 -3.0604 -0.36
C 1.1937 -1.4879 -2.9604 -0.36
C -2.7717 -2.5957 -2.2773 -0.35
C -2.7602 -3.7858 -3.0331 -0.11
C -3.5709 -4.8559 -2.6646 -0.08
C -4.3455 -4.7458 -1.5008 -0.09
C -4.3328 -3.5976 -0.6937 -0.07
C -3.5393 -2.5129 -1.0816 -0.11
C -3.1648 0.1495 -2.7108 -0.36
C -2.8140 1.5184 -2.8237 -0.32
C -3.7155 2.5455 -2.6118 -0.08
C -5.0905 2.2449 -2.6114 -0.06
C -5.4717 0.8937 -2.6845 -0.07
C -4.5443 -0.1341 -2.6975 -0.09
C 3.7110 -1.2128 -1.6349 -0.34
C 3.4119 -2.3890 -0.9270 -0.09
C 4.4438 -3.1572 -0.3970 -0.07
C 5.7740 -2.7482 -0.5635 -0.08
C 6.0710 -1.5857 -1.2735 -0.08
C 5.0465 -0.8092 -1.8017 -0.08
C 3.0586 1.3221 -2.9768 -0.33
C 2.6731 2.5948 -2.5346 -0.16
C 3.1199 3.7405 -3.1473 -0.08
C 4.0659 3.6842 -4.1821 -0.06
C 4.4920 2.4197 -4.6164 -0.07
C 3.9679 1.2476 -4.0523 -0.10
H -0.2354 -2.9073 -3.3312 0.06
H 1.8825 -2.2477 -3.4151 0.08
H -2.1457 -3.8616 -3.9340 0.10
H -3.5893 -5.7662 -3.2609 0.10
H -4.9752 -5.5722 -1.1957 0.10
H -4.9401 -3.5287 0.2199 0.11
H -3.5749 -1.5835 -0.4998 0.11
H -1.8877 1.8257 -3.3690 0.00
H -3.3650 3.5696 -2.5252 0.11
H -5.8184 3.0488 -2.5958 0.10
H -6.5283 0.6497 -2.7332 0.10
H -4.8979 -1.1631 -2.7026 0.11
H 2.3689 -2.6937 -0.8016 0.08
H 4.2042 -4.0638 0.1401 0.10
H 6.5795 -3.3434 -0.1362 0.10
H 7.1009 -1.2773 -1.4230 0.10
H 5.2900 0.1017 -2.3449 0.09
H 1.9992 2.7420 -1.6816 0.07
H 2.7302 4.7204 -2.8361 0.12
H 4.4369 4.6095 -4.6562 0.11
H 5.2542 2.3628 -5.3926 0.10
H 4.3096 0.2952 -4.4017 0.10
Cl -0.2664 -1.9851 0.2308 0.73
C -1.2036 -0.6719 0.8268 -0.71
C -1.2180 0.5630 0.1936 -0.34
C -1.8002 1.6317 0.8363 -0.69
Cl -1.5895 3.2469 0.1720 0.63
C -2.5774 1.4612 2.0176 -0.70
Cl -3.4370 2.7707 2.7174 0.67
C -2.6738 0.1651 2.5937 -0.72
Cl -3.5722 -0.0857 4.0263 0.68
C -1.9976 -0.9086 1.9747 -0.72
Cl -2.2191 -2.4984 2.5572 0.68
```